(1)
{
  "formula": "C33H54InN6O4PS",
  "method": "wB97M-V/def2-TZVPD",
  "species": ["In", "C", "C", "C", "N", "C", "C", "C", "C", "C", "C", "C", "N", "C", "C", "C", "N", "C", "C", "C", "C", "C", "C", "C", "N", "C", "C", "H", "H", "H", "H", "H", "H", "H", "H", "H", "H", "H", "H", "H", "H", "H", "H", "H", "H", "H", "H", "H", "H", "H", "H", "H", "H", "N", "C", "C", "C", "N", "H", "H", "H", "H", "H", "H", "H", "H", "H", "H", "S", "C", "C", "C", "C", "O", "P", "O", "O", "O", "C", "C", "C", "C", "H", "H", "H", "H", "H", "H", "H", "H", "H", "H", "H", "H", "H", "H", "H", "H", "H", "H"],
  "xyz": [[0.4314, -0.0826, 1.3631], [-3.5590, -0.8490, 0.7822], [-3.0542, -2.2362, 0.3703], [-1.5224, -2.4189, 0.3757], [-0.9164, -1.8481, 1.5613], [0.1439, -2.6326, 2.1772], [0.0351, -4.1412, 2.1170], [-0.4841, -5.0388, 2.9710], [-0.9745, -4.8729, 4.3166], [-0.7586, -3.7763, 5.0881], [-0.1082, -2.5475, 4.7986], [0.3126, -2.0013, 3.5818], [0.8245, -0.7860, 3.4882], [1.2093, -0.0541, 4.6545], [2.0121, 1.1722, 4.2274], [1.1183, 2.3169, 3.7835], [0.2638, 1.9762, 2.6513], [-0.8208, 2.6558, 2.4593], [-1.4038, 3.5494, 3.4314], [-2.3082, 4.5778, 3.3111], [-2.9483, 5.0989, 2.1856], [-2.8948, 4.5201, 0.9245], [-2.3309, 3.3320, 0.5006], [-1.5597, 2.3352, 1.1827], [-1.3393, 1.1531, 0.7074], [-1.9844, 0.7058, -0.5273], [-3.4229, 0.2390, -0.2864], [-2.9921, -0.5574, 1.6690], [-4.6077, -0.9141, 1.0896], [-3.4285, -2.4840, -0.6342], [-3.4775, -2.9713, 1.0624], [-1.1069, -2.0148, -0.5599], [-1.3378, -3.4973, 0.3203], [0.4065, -4.5435, 1.1820], [-0.4978, -6.0641, 2.6020], [-1.4792, -5.7215, 4.7676], [-1.1362, -3.8443, 6.1077], [-0.0361, -1.8736, 5.6450], [1.8170, -0.6926, 5.3126], [0.3469, 0.2737, 5.2685], [2.6758, 0.8694, 3.4128], [2.6376, 1.5345, 5.0497], [1.7264, 3.1887, 3.5035], [0.5372, 2.6220, 4.6561], [-1.0561, 3.3775, 4.4401], [-2.5433, 5.0733, 4.2506], [-3.5429, 5.9960, 2.3092], [-3.4145, 5.0662, 0.1405], [-2.5213, 3.0925, -0.5364], [-1.3870, -0.0963, -0.9446], [-1.9856, 1.4877, -1.2902], [-3.8176, -0.1188, -1.2453], [-4.0236, 1.1101, 0.0005], [2.6495, 0.7133, 0.6530], [3.6140, 1.8196, 0.6467], [3.3879, 2.9265, -0.3685], [2.1918, 3.8334, -0.1446], [0.9584, 3.1435, -0.4793], [3.0698, -0.1341, 1.0287], [2.3420, 0.4738, -0.2960], [4.6130, 1.4140, 0.4490], [3.6496, 2.2612, 1.6503], [3.3271, 2.4993, -1.3771], [4.2889, 3.5480, -0.3315], [2.3549, 4.7551, -0.7262], [2.1622, 4.1323, 0.9112], [1.0109, 2.7241, -1.4112], [0.1660, 3.7727, -0.4511], [1.7658, -2.2693, 1.1688], [2.7497, -2.8450, -4.4758], [2.2260, -2.2089, -3.1966], [3.3569, -2.0163, -2.1934], [1.1095, -3.0559, -2.5980], [1.7581, -0.9096, -3.6326], [0.9006, 0.1438, -2.7559], [1.3754, 1.4991, -3.1508], [0.8436, -0.2703, -1.3213], [-0.6070, -0.1126, -3.2966], [-1.0915, -0.0039, -4.6353], [-2.5093, 0.5334, -4.4911], [-1.1113, -1.4068, -5.2324], [-0.2595, 0.9307, -5.5088], [3.1629, -3.8331, -4.2605], [3.5317, -2.2203, -4.9147], [1.9427, -2.9541, -5.2043], [3.8904, -2.9580, -2.0413], [2.9600, -1.6970, -1.2301], [4.0573, -1.2672, -2.5736], [1.5215, -4.0161, -2.2775], [0.3234, -3.2357, -3.3369], [0.6858, -2.5734, -1.7181], [-3.0804, -0.1069, -3.8153], [-3.0118, 0.5687, -5.4617], [-2.4834, 1.5391, -4.0662], [-1.6601, -2.0823, -4.5729], [-0.0918, -1.7801, -5.3392], [-1.5928, -1.3976, -6.2146], [-0.2124, 1.9298, -5.0762], [-0.7176, 0.9786, -6.5008], [0.7655, 0.5699, -5.6052]],
  "atomic_forces_ev_per_a": [[-0.2, -0.1, 0.5], [0.2, 0.0, -0.1], [0.0, 0.1, 0.0], [0.0, 0.1, 0.0], [0.1, -0.1, 0.1], [0.2, -0.1, 0.0], [-0.1, 0.2, 0.0], [0.0, 0.0, 0.1], [0.1, 0.0, -0.1], [0.0, 0.1, -0.1], [0.0, -0.1, -0.1], [-0.1, -0.2, -0.1], [0.0, 0.2, -0.1], [0.0, 0.1, 0.0], [0.0, -0.1, -0.1], [0.0, -0.1, -0.1], [0.0, 0.1, 0.1], [-0.3, 0.0, 0.0], [0.1, 0.0, -0.2], [-0.1, 0.0, -0.1], [0.1, -0.1, 0.0], [0.1, 0.0, 0.0], [0.0, 0.0, 0.1], [0.0, 0.2, 0.1], [0.4, 0.0, -0.6], [-0.2, -0.1, 0.2], [0.1, 0.0, 0.1], [0.0, 0.0, 0.0], [0.0, 0.0, -0.1], [-0.1, 0.0, 0.0], [0.0, 0.0, 0.0], [0.0, 0.0, 0.0], [0.0, 0.0, 0.0], [0.0, 0.0, 0.0], [0.0, 0.0, 0.0], [0.0, 0.0, 0.0], [0.0, 0.0, 0.0], [0.0, 0.0, 0.0], [0.0, 0.0, 0.0], [0.0, 0.0, 0.0], [0.0, 0.0, 0.0], [0.0, 0.0, 0.0], [0.0, 0.0, 0.0], [0.0, 0.0, 0.1], [0.0, 0.1, 0.0], [0.0, 0.0, 0.0], [0.0, 0.0, 0.0], [0.0, 0.0, 0.0], [0.0, 0.0, 0.0], [0.0, 0.0, 0.1], [0.1, 0.1, -0.1], [0.0, 0.0, 0.0], [0.0, 0.0, 0.0], [-0.2, 0.1, -0.3], [0.0, -0.1, 0.3], [0.1, 0.0, -0.1], [-0.2, -0.1, 0.0], [0.1, 0.0, -0.2], [0.0, 0.0, 0.0], [0.1, 0.1, 0.0], [0.1, 0.0, 0.1], [0.0, 0.0, 0.0], [0.0, 0.0, 0.0], [0.0, 0.0, -0.1], [0.0, 0.0, 0.0], [0.0, 0.0, 0.0], [0.0, 0.1, 0.1], [-0.1, -0.1, 0.0], [-0.1, -0.2, 0.0], [0.1, 0.0, -0.1], [-0.1, 0.1, 0.0], [0.0, 0.0, 0.0], [0.0, 0.0, 0.0], [0.1, -0.2, 0.0], [-0.1, 0.1, 0.0], [0.0, 0.0, 0.2], [0.1, 0.3, 0.0], [-0.1, 0.0, 0.0], [0.1, 0.0, 0.0], [-0.1, 0.0, 0.0], [0.0, -0.1, -0.1], [0.0, 0.0, 0.0], [0.0, 0.0, 0.0], [0.0, 0.0, 0.0], [0.0, 0.0, 0.0], [0.0, 0.0, 0.0], [0.0, 0.0, 0.0], [0.0, 0.0, 0.0], [0.0, 0.0, 0.0], [0.0, 0.0, 0.0], [0.1, 0.0, 0.0], [0.0, 0.0, 0.0], [0.0, 0.0, 0.0], [0.0, 0.0, 0.0], [0.0, 0.0, 0.0], [0.0, 0.0, 0.0], [0.0, 0.0, 0.0], [0.0, 0.0, 0.0], [0.0, 0.0, 0.0], [-0.1, 0.0, 0.0]],
  "total_charge": -2,
  "homo_lumo_gap_ev": 4.99,
  "e_tot_ev": -77529.9591
}

(2)
{
  "formula": "C7H11N",
  "method": "wB97M-V/def2-TZVPD",
  "species": ["C", "C", "C", "C", "C", "C", "C", "N", "H", "H", "H", "H", "H", "H", "H", "H", "H", "H", "H"],
  "xyz": [[0.8670, -0.1433, -1.4734], [0.1012, 0.8879, 1.8456], [-0.7830, 1.3115, -0.7252], [-0.9513, 0.8409, 0.7440], [-0.2806, -0.3676, 1.1232], [1.9310, -0.5931, -2.3512], [-0.7649, -1.6494, 1.5848], [0.1810, 0.8900, -1.6115], [1.0053, 1.2947, 1.6149], [-0.3176, 0.9698, 2.8827], [-1.7452, 0.9002, -1.1833], [-0.8069, 2.4216, -0.8823], [-2.0234, 1.0085, 0.8541], [2.8551, -0.1830, -1.9308], [1.7385, 0.0213, -3.2801], [1.9217, -1.6394, -2.4499], [-0.5965, -1.7740, 2.6172], [-0.4010, -2.4536, 0.9992], [-1.9304, -1.7431, 1.6220]],
  "atomic_forces_ev_per_a": [[-1.6, 1.8, 1.4], [-3.2, -1.6, 0.8], [-3.2, 1.8, -0.4], [0.4, 0.2, -1.6], [0.2, 1.1, -0.4], [0.1, 2.3, -0.9], [-3.2, -0.2, 0.3], [2.7, -2.7, -0.3], [2.4, 1.3, -0.3], [0.7, 0.1, -0.9], [0.8, 0.9, 0.4], [-0.4, -0.7, 0.8], [0.2, -0.2, 1.1], [0.1, -0.6, 0.0], [0.4, -1.2, 0.4], [0.4, -1.2, -0.5], [1.0, -0.5, 1.3], [0.4, -1.0, -0.3], [1.7, 0.4, -0.8]],
  "e_above_lowest_kj_mol": 587.2,
  "total_charge": 0,
  "homo_lumo_gap_ev": [8.01, 7.89],
  "e_tot_ev": -8921.6425
}

(3)
{
  "formula": "C30H46N12O3",
  "method": "wB97M-V/def2-TZVPD",
  "species": ["O", "C", "O", "C", "C", "C", "C", "C", "O", "H", "H", "H", "H", "H", "H", "H", "H", "H", "H", "C", "C", "N", "H", "H", "H", "C", "C", "N", "H", "H", "H", "C", "C", "N", "H", "H", "H", "C", "C", "N", "H", "H", "H", "C", "C", "N", "H", "H", "H", "C", "C", "N", "H", "H", "H", "C", "C", "N", "H", "H", "H", "C", "C", "N", "H", "H", "H", "C", "C", "N", "H", "H", "H", "C", "C", "N", "H", "H", "H", "C", "C", "N", "H", "H", "H", "C", "C", "N", "H", "H", "H"],
  "xyz": [[-3.7956, -2.8518, 0.2273], [-3.9571, -2.3047, -0.8420], [-4.9454, -2.6378, -1.7275], [-5.3702, -1.4280, -2.3756], [-4.5052, -0.2950, -1.7513], [-3.2572, -1.0963, -1.4253], [-2.2469, -0.4733, -0.4771], [-1.0643, -1.4119, -0.2697], [0.1647, -0.7323, -0.4628], [-5.1753, -1.4488, -3.4457], [-6.4304, -1.3343, -2.1803], [-4.3934, 0.5363, -2.4304], [-5.0514, -0.0136, -0.8531], [-2.7890, -1.3001, -2.3881], [-1.9223, 0.4868, -0.8627], [-2.7392, -0.2823, 0.4699], [-1.1403, -2.2475, -0.9660], [-1.1230, -1.8569, 0.7224], [0.8122, -1.3364, -0.8267], [4.0723, -2.9944, -1.1841], [2.6757, -3.4111, -1.2378], [1.5782, -3.7530, -1.2374], [4.4979, -2.9984, -2.1833], [4.1499, -1.9938, -0.7687], [4.6310, -3.6878, -0.5595], [0.5699, -5.7771, 2.0632], [1.7140, -4.8817, 2.1819], [2.6105, -4.1679, 2.2344], [0.2549, -6.1065, 3.0509], [-0.2522, -5.2540, 1.5785], [0.8417, -6.6441, 1.4654], [0.1530, 2.8348, 1.2828], [-1.2548, 2.4578, 1.3330], [-2.3651, 2.1668, 1.3629], [0.5185, 2.7673, 0.2607], [0.2743, 3.8558, 1.6398], [0.7414, 2.1630, 1.9037], [3.6076, -0.6779, 2.2910], [3.4674, 0.4693, 1.4022], [3.3563, 1.3765, 0.7066], [4.6550, -0.8163, 2.5424], [3.0467, -0.5081, 3.2067], [3.2337, -1.5780, 1.8049], [7.8209, 0.9974, 2.3259], [6.7920, 0.8952, 3.3546], [5.9707, 0.8215, 4.1529], [7.7621, 1.9716, 1.8460], [8.8038, 0.8764, 2.7758], [7.6708, 0.2221, 1.5770], [-4.2781, 0.4784, 2.7600], [-5.1921, 0.8848, 1.6976], [-5.8929, 1.2082, 0.8471], [-3.8280, -0.4795, 2.5107], [-3.4922, 1.2139, 2.8693], [-4.8228, 0.3880, 3.6973], [-6.9182, 3.5396, -1.1496], [-7.0418, 4.8363, -1.8128], [-7.1086, 5.8495, -2.3491], [-5.8865, 3.1980, -1.1766], [-7.2296, 3.6203, -0.1119], [-7.5455, 2.8071, -1.6520], [0.8387, 1.5135, 4.5537], [-0.5270, 1.0358, 4.3751], [-1.5991, 0.6542, 4.2310], [1.4948, 0.6756, 4.7791], [1.1788, 1.9999, 3.6414], [0.8749, 2.2273, 5.3735], [-3.6947, 4.1907, -2.9793], [-3.4283, 2.8692, -3.5326], [-3.1953, 1.8307, -3.9610], [-4.7226, 4.4831, -3.1854], [-3.5363, 4.1717, -1.9021], [-3.0237, 4.9207, -3.4265], [0.4399, 6.4316, -1.3961], [0.7998, 6.3043, 0.0113], [1.0849, 6.2044, 1.1182], [1.0813, 7.1688, -1.8738], [0.5641, 5.4724, -1.8948], [-0.5968, 6.7495, -1.4824], [4.7438, 0.3388, -3.9621], [5.4638, -0.1991, -2.8142], [6.0170, -0.6268, -1.9045], [5.4097, 0.3956, -4.8203], [3.9016, -0.3067, -4.2039], [4.3738, 1.3342, -3.7269], [3.3493, -7.5091, -1.0650], [4.5435, -6.6873, -0.9095], [5.4725, -6.0258, -0.7820], [3.0169, -7.8585, -0.0898], [2.5578, -6.9195, -1.5245], [3.5718, -8.3671, -1.6955]],
  "atomic_forces_ev_per_a": [[0.0, 0.4, -1.4], [0.2, -0.6, 0.2], [0.0, -0.2, 0.7], [0.6, 0.7, -0.3], [-1.4, -1.0, 0.0], [0.1, 1.0, 0.6], [-0.3, -0.4, -0.1], [-0.1, -0.3, -0.1], [0.1, 0.6, 0.1], [-0.1, -0.5, -0.2], [-0.2, 0.1, -0.1], [0.2, 0.1, 0.0], [0.4, 0.4, 0.1], [0.2, -0.5, 0.0], [0.2, 0.1, -0.1], [-0.1, 0.1, 0.1], [0.1, -0.1, -0.2], [0.2, 0.0, 0.2], [0.0, -0.3, 0.0], [-0.1, -0.1, 0.1], [0.0, -0.1, 0.2], [0.0, 0.1, -0.1], [0.1, 0.0, 0.0], [0.0, 0.1, 0.0], [0.0, 0.0, 0.0], [0.0, 0.1, 0.1], [0.0, 0.1, -0.2], [0.0, 0.0, 0.1], [0.0, 0.0, 0.0], [0.0, 0.0, 0.0], [0.0, 0.0, 0.0], [-0.1, 0.0, 0.0], [0.0, 0.0, -0.1], [0.3, 0.4, -0.3], [0.1, -0.1, 0.0], [0.0, 0.0, 0.0], [0.0, 0.0, -0.3], [0.0, -0.1, -0.2], [0.0, 0.1, 0.0], [0.0, 0.0, 0.0], [0.0, 0.0, 0.1], [0.0, 0.0, 0.0], [-0.1, 0.0, 0.1], [0.0, 0.0, 0.0], [0.0, 0.1, 0.0], [0.0, 0.0, 0.0], [0.0, 0.0, 0.0], [0.0, 0.0, 0.0], [0.0, 0.0, 0.0], [-0.4, 0.0, 0.1], [0.2, 0.0, 0.1], [-0.1, 0.1, 0.1], [0.0, -0.1, 0.0], [-0.1, -0.1, 0.0], [0.0, -0.1, 0.0], [-0.1, 0.2, -0.1], [0.1, -0.1, 0.0], [0.0, 0.0, 0.0], [0.0, 0.0, 0.1], [0.0, -0.1, 0.0], [0.0, 0.0, 0.0], [0.0, 0.0, 0.0], [0.0, -0.1, 0.0], [0.1, 0.0, 0.1], [0.0, 0.0, 0.0], [0.1, 0.0, 0.2], [0.0, 0.0, 0.0], [0.0, 0.0, 0.0], [0.1, 0.1, 0.0], [0.0, 0.0, -0.1], [0.0, 0.1, 0.0], [0.0, 0.0, 0.0], [0.0, 0.0, 0.0], [0.0, 0.0, 0.0], [0.0, 0.0, 0.0], [0.0, 0.0, 0.0], [0.0, 0.0, 0.0], [0.0, 0.0, 0.0], [0.0, 0.0, 0.0], [0.0, 0.0, 0.0], [0.0, 0.0, 0.0], [0.1, 0.1, 0.0], [0.0, 0.0, 0.0], [0.0, 0.0, 0.0], [0.0, 0.0, 0.0], [0.0, 0.0, 0.0], [0.0, 0.1, 0.0], [0.0, 0.0, 0.0], [0.0, 0.0, 0.0], [0.0, 0.0, 0.0], [0.0, 0.0, 0.0]],
  "e_above_lowest_kj_mol": 0.0,
  "total_charge": 0,
  "homo_lumo_gap_ev": 9.80,
  "e_tot_ev": -55876.3261
}

(4)
{
  "formula": "C5H9F3N3",
  "method": "wB97M-V/def2-TZVPD",
  "species": ["C", "C", "C", "C", "C", "N", "N", "N", "F", "F", "F", "H", "H", "H", "H", "H", "H", "H", "H", "H"],
  "xyz": [[0.3043, -1.0187, -0.2576], [-0.0292, 1.3295, 0.1704], [1.0372, -0.0245, 1.8479], [-1.7026, 0.5347, -1.5288], [0.7914, -2.3912, 0.1326], [0.2763, 1.7069, -2.1910], [0.4243, -0.0163, 0.5135], [-0.6314, 1.5290, -1.2215], [0.2302, -2.7821, 1.2921], [0.4754, -3.2898, -0.7836], [2.1195, -2.4003, 0.2992], [-0.7731, 1.6363, 0.9156], [0.8448, 1.9940, 0.2125], [2.1103, -0.2010, 1.7565], [0.8739, 0.9157, 2.3678], [0.6038, -0.8289, 2.4437], [-2.4796, 0.5600, -0.7685], [-2.1168, 0.7623, -2.5105], [-1.2317, -0.4573, -1.5564], [-1.1270, 2.4417, -1.1340]],
  "atomic_forces_ev_per_a": [[-0.2, -0.2, -1.8], [0.6, 0.4, 0.3], [0.4, -0.2, 0.9], [-0.9, -1.2, -1.1], [0.1, 0.4, 0.7], [1.3, -0.3, -1.2], [0.1, -0.2, 0.4], [-1.3, 0.1, 2.1], [-0.2, -0.2, 0.2], [0.0, 0.1, -0.1], [0.3, 0.0, -0.1], [0.0, 0.1, -0.4], [-0.3, 0.0, 0.0], [-0.1, 0.1, -0.1], [0.0, 0.1, -0.1], [0.0, 0.2, -0.1], [0.1, 0.3, 0.1], [0.0, 0.2, 0.1], [-0.1, 0.5, 0.1], [0.2, -0.1, 0.0]],
  "e_above_lowest_kj_mol": 723.3,
  "total_charge": 1,
  "homo_lumo_gap_ev": [6.09, 6.35],
  "e_tot_ev": -17939.5148
}